w | DFT (ωB97M-V/def2-TZVPD) results for 2 unconnected molecules or ions with the total composition C3H11NO.

The value obtained for the HOMO-LUMO gap is 10.6 eV. The value obtained for the HOMO energy is -9.763 eV. The LUMO energy is 0.878 eV.

Each line ends with the Löwdin charge.
Element x y z (Å)
C1 -0.63345 -1.35062 0.01908  -0.28
O1 0.81353 -1.37812 -0.18490  -0.17
C2 -1.22262 0.09154 -0.16296  -0.27
C3 -0.88314 0.70863 -1.53429  -0.13
H1 -0.91581 -1.71309 1.01587  0.10
H2 -1.11524 -2.01396 -0.72023  0.11
H3 -0.92377 0.75423 0.63852  0.08
H4 -2.34257 0.02479 -0.11764  0.11
H5 -1.13919 1.80209 -1.62069  0.08
H6 -1.36569 0.07679 -2.35106  0.09
H7 0.19861 0.61071 -1.72947  0.06
N1 2.10352 0.64382 1.42714  0.01
H8 3.09619 0.75777 1.44775  0.02
H9 1.04703 -0.80356 0.73768  0.11
H10 1.87172 0.82368 2.41994  0.04
H11 1.41090 0.96530 0.71525  0.04

---

x | DFT (ωB97M-V/def2-TZVPD) results for 2 unconnected molecules or ions with the total composition C3H11NO.

The value obtained for the HOMO-LUMO gap is 9.8 eV. The value obtained for the HOMO energy is -8.908 eV. The LUMO energy is 0.923 eV.

Each line ends with the Löwdin charge.
Element x y z (Å)
C1 -0.43286 1.26809 -0.06809  -0.11
N1 0.29834 0.05890 0.28466  -0.37
C2 -0.21281 -0.55998 1.48779  -0.11
C3 1.70237 0.30241 0.37820  -0.13
H1 -1.48641 1.08226 0.06287  0.08
H2 -0.12666 2.12419 0.55996  0.09
H3 -0.27075 1.48727 -1.12535  0.08
H4 0.32962 -1.48827 1.65098  0.08
H5 -1.24645 -0.85450 1.34420  0.08
H6 -0.04573 0.06190 2.37918  0.09
H7 2.01717 0.90794 1.24654  0.09
H8 2.25816 -0.63580 0.45647  0.08
H9 2.05534 0.79606 -0.53722  0.09
H10 -0.71064 -1.15711 -1.15909  0.00
H11 -0.69895 -1.12139 -2.71375  0.04
O1 -1.28419 -1.13854 -1.94243  -0.08

---

Order of stability, best first: x, w

---

w | DFT (ωB97M-V/def2-TZVPD) results for 2 unconnected molecules or ions with the total composition C4H12N2O2.

The value obtained for the HOMO-LUMO gap is 9.6 eV. The value obtained for the HOMO energy is -9.121 eV. The LUMO energy is 0.489 eV.

Each line ends with the Löwdin charge.
Element x y z (Å)
C1 -1.63311 -0.66988 0.56392  -0.32
N1 -1.15980 0.52693 -0.03098  -0.12
C2 -1.50676 1.69593 0.82033  -0.05
C3 0.18352 0.47741 -0.57797  -0.23
C4 1.42186 1.10123 0.03009  -0.30
N2 2.65157 0.83572 -0.71052  0.00
O1 -2.49822 -0.69665 1.39213  0.05
H1 -1.14716 -1.56221 0.14558  0.11
H2 -1.36619 1.29545 1.83232  0.09
H3 -2.43688 2.25015 0.67082  0.09
H4 -0.72697 2.48006 0.78354  0.07
H5 0.39558 -0.51221 -1.06148  0.12
H6 0.09793 1.04173 -1.54372  0.12
H7 1.21172 2.16281 0.12629  0.10
H8 1.57528 0.67735 1.05366  0.12
H9 2.75325 -0.08680 -1.10710  0.06
H10 2.61671 1.54379 -1.43572  0.07
H11 0.46745 -3.72732 -0.54466  0.04
H12 -0.44624 -4.87195 -0.05209  0.04
O2 -0.45354 -3.96156 -0.35445  -0.06

---

x | DFT (ωB97M-V/def2-TZVPD) results for 2 unconnected molecules or ions with the total composition C4H12N2O2.

The value obtained for the HOMO-LUMO gap is 5.6 eV. The value obtained for the HOMO energy is -8.900 eV. The LUMO energy is -3.319 eV.

Each line ends with the Löwdin charge.
Element x y z (Å)
O1 2.63098 0.64022 0.82539  0.04
C1 1.40623 0.77571 0.65725  -0.30
C2 0.81671 -0.65142 -0.13506  -0.32
C3 1.69391 -0.92882 -1.34171  -0.01
N1 -0.51500 -0.62548 -0.23151  0.07
C4 -1.21322 0.53330 -0.79661  -0.27
N2 -2.62465 0.36101 -1.03932  0.03
H1 1.05778 1.62715 0.02592  0.13
H2 0.72066 0.79476 1.53962  0.13
H3 1.88598 0.08115 -1.74129  0.09
H4 1.27955 -1.53209 -2.13669  0.09
H5 2.71474 -1.11408 -1.00721  0.09
H6 -0.81144 -0.69477 0.82400  0.07
H7 -1.11168 1.35787 -0.08951  0.12
H8 -0.75583 0.71636 -1.77120  0.13
H9 -2.72042 -0.46806 -1.61884  0.07
H10 -3.08291 0.07522 -0.17456  0.07
H11 0.96993 -1.40015 0.64658  0.16
H12 -1.18969 -0.30517 2.57973  -0.06
O2 -1.76278 -0.02701 1.85207  -0.33

---

Order of stability, best first: w, x

---

w | DFT (ωB97M-V/def2-TZVPD) results for 2 unconnected molecules or ions with the total composition C4H12N2O2.

The value obtained for the HOMO-LUMO gap is 10.2 eV. The value obtained for the HOMO energy is -9.460 eV. The LUMO energy is 0.691 eV.

Each line ends with the Löwdin charge.
Element x y z (Å)
C1 1.29096 1.44182 0.16868  -0.05
C2 -0.21629 1.49952 -0.23135  -0.45
C3 -0.98910 0.20796 -0.08093  -0.10
C4 -0.43788 -0.98569 -0.81548  -0.51
N1 -0.87115 -1.11124 -2.12218  0.16
O1 0.14958 -1.88654 -0.26032  0.06
N2 -0.82497 2.65485 0.42074  0.04
H1 1.33877 1.64721 1.24014  0.07
H2 1.96130 2.12995 -0.34698  0.07
H3 1.80480 0.48606 -0.00662  0.07
H4 -0.15277 1.72595 -1.30951  0.13
H5 -0.96398 -0.00946 0.99455  0.13
H6 -2.04465 0.40976 -0.26653  0.12
H7 -0.87159 -1.96635 -2.64061  0.10
H8 -1.14324 -0.38443 -2.76839  0.10
H9 -0.79675 3.41111 -0.22402  0.06
H10 -0.53170 2.85529 1.36814  0.08
H11 0.91048 -1.88888 1.63635  -0.03
H12 2.22214 -1.40723 2.36477  0.03
O2 1.41403 -1.92300 2.44381  -0.06

---

x | DFT (ωB97M-V/def2-TZVPD) results for 2 unconnected molecules or ions with the total composition C4H12N2O2.

The value obtained for the HOMO-LUMO gap is 8.2 eV. The value obtained for the HOMO energy is -8.250 eV. The LUMO energy is -0.047 eV.

Each line ends with the Löwdin charge.
Element x y z (Å)
C1 1.30547 0.29547 -0.50463  -0.10
C2 1.57928 -1.15203 -0.35577  -0.07
C3 1.16518 0.94083 -1.82854  -0.06
O1 -0.16221 1.17853 0.85262  -0.09
H1 -0.08946 0.61464 1.64396  0.06
H2 1.83419 0.90895 0.21283  0.11
H3 2.67034 -1.27572 -0.45002  0.10
H4 2.18511 1.15922 -2.18300  0.10
H5 1.30888 -1.50264 0.64006  0.09
H6 1.06422 -1.74997 -1.10062  0.09
H7 0.64227 0.31080 -2.54058  0.09
H8 0.65316 1.89826 -1.73893  0.10
N1 -2.31286 0.03645 1.10219  -0.06
N2 -1.59460 -0.98663 1.88311  -0.01
C4 -1.38778 0.55140 0.09808  -0.55
O2 -0.88529 -0.34249 -0.70188  -0.16
H9 -2.51536 0.79094 1.75316  0.10
H10 -1.28839 -1.63941 1.16215  0.06
H11 -2.31455 -1.48269 2.40007  0.07
H12 -1.85760 1.44608 -0.34425  0.14

---

Order of stability, best first: w, x

---

w | DFT (ωB97M-V/def2-TZVPD) results for 2 unconnected molecules or ions with the total composition C3H9NO3P.

The value obtained for the HOMO-LUMO gap is 6.8 eV. The value obtained for the HOMO energy is -2.960 eV. The LUMO energy is 3.830 eV. Its charge is -1.

Each line ends with the Löwdin charge.
Element x y z (Å)
C1 2.30661 1.40112 -0.13675  -0.09
C2 2.09010 -0.09952 0.12735  -0.35
C3 -1.52978 -1.89312 -0.08599  -0.29
N1 1.40738 -0.93260 -0.48606  0.06
O1 -3.26448 0.20426 -0.51457  -0.21
O2 -0.87264 0.83162 -0.91222  -0.37
O3 -1.61898 0.33410 1.36231  -0.20
P1 -1.66787 -0.14293 -0.16014  0.29
H1 2.77052 1.76318 0.81574  0.06
H2 2.98796 1.45091 -0.95870  0.04
H3 1.42368 2.04354 -0.34578  0.07
H4 -1.87629 1.25066 1.40440  0.04
H5 2.57962 -0.60206 0.97304  0.08
H6 -1.46107 -2.22300 0.95512  -0.05
H7 -0.59513 -2.32613 -0.35789  -0.09
H8 -3.43768 -0.70575 -0.54515  -0.05
H9 0.75805 -0.35426 -1.13469  0.06

---

x | DFT (ωB97M-V/def2-TZVPD) results for 2 unconnected molecules or ions with the total composition C3H9NO3P.

The value obtained for the HOMO-LUMO gap is 8.7 eV. The value obtained for the HOMO energy is -4.712 eV. The LUMO energy is 3.955 eV. Its charge is -1.

Each line ends with the Löwdin charge.
Element x y z (Å)
C1 0.52570 1.50690 0.12864  -0.10
C2 1.13495 0.10832 0.09113  -0.22
C3 0.03830 -0.92117 -0.37476  -0.25
N1 -0.76452 -1.52426 0.70082  -0.13
O1 -1.82457 -2.46050 0.39154  -0.11
O2 -3.63396 -0.62620 -0.68435  -0.61
O3 -2.62796 0.90351 0.98655  -0.58
P1 -3.50556 0.84220 -0.20104  0.49
H1 1.23522 2.04879 0.76770  0.08
H2 0.31912 1.82794 -0.80659  0.04
H3 -0.34408 1.37135 0.59611  -0.01
H4 1.51064 -0.38102 1.04657  0.12
H5 1.87863 0.20615 -0.60193  0.05
H6 -0.54669 -0.41566 -1.10061  0.08
H7 0.35924 -1.86100 -0.83197  0.10
H8 -1.12101 -0.67591 1.05846  0.03
H9 -2.53590 -1.80838 0.16257  0.01

---

Order of stability, best first: w, x

---

w | DFT (ωB97M-V/def2-TZVPD) results for 2 unconnected molecules or ions with the total composition C4H10N2O2.

The value obtained for the HOMO-LUMO gap is 10.3 eV. The value obtained for the HOMO energy is -9.601 eV. The LUMO energy is 0.742 eV.

Each line ends with the Löwdin charge.
Element x y z (Å)
O1 -1.70610 -0.67635 2.75104  0.02
C1 -0.84490 -1.48302 2.43545  -0.67
N1 -0.99067 -2.70472 2.78418  0.16
C2 0.41096 -1.06623 1.68778  -0.01
H1 -0.31109 -3.45353 2.62933  0.13
H2 -1.88827 -2.91249 3.22880  0.14
H3 1.27809 -1.61354 2.09416  0.08
H4 0.58774 0.01536 1.81236  0.09
H5 0.32876 -1.28746 0.61032  0.08
O2 -0.72439 0.71296 -3.29268  0.05
C3 0.05815 1.40786 -2.70578  -0.64
N2 0.89379 2.24236 -3.32154  0.14
C4 0.10351 1.44054 -1.17083  -0.01
H6 1.41927 2.97597 -2.83964  0.11
H7 0.98026 2.13286 -4.33498  0.12
H8 -0.20021 0.44482 -0.80627  0.06
H9 -0.54169 2.20011 -0.69820  0.09
H10 1.14673 1.62457 -0.86352  0.07

---

x | DFT (ωB97M-V/def2-TZVPD) results for 3 unconnected molecules or ions with the total composition C4H10N2O2.

The value obtained for the HOMO-LUMO gap is 9.0 eV. The value obtained for the HOMO energy is -8.696 eV. The LUMO energy is 0.265 eV.

Each line ends with the Löwdin charge.
Element x y z (Å)
C1 0.74511 0.17520 2.96174  -0.06
C2 0.29871 0.08553 1.55553  -0.35
C3 -0.92414 0.18202 0.97686  -0.06
N1 -0.69003 0.26962 -0.39233  0.06
C4 0.63633 0.06749 -0.53654  -0.26
N2 1.27628 -0.10288 0.58564  0.11
H1 1.51403 -0.56414 3.13466  0.07
H2 1.26104 1.09641 3.24461  0.08
H3 0.04163 -0.01495 3.77338  0.07
H4 -1.81614 0.62991 1.37551  0.11
H5 -1.39278 0.39428 -1.11204  0.10
H6 1.01349 0.12619 -1.54853  0.13
H7 -2.97628 2.37599 -1.98491  0.06
H8 -1.69466 2.39838 -2.57106  0.06
O1 -2.29187 1.72271 -2.20842  -0.06
H9 0.90232 -2.92523 -1.27968  0.04
H10 1.55173 -1.53624 -1.39922  -0.03
O2 1.45640 -2.38823 -1.85237  -0.07

---

y | DFT (ωB97M-V/def2-TZVPD) results for 2 unconnected molecules or ions with the total composition C4H10N2O2.

The value obtained for the HOMO-LUMO gap is 9.9 eV. The value obtained for the HOMO energy is -9.316 eV. The LUMO energy is 0.549 eV.

Each line ends with the Löwdin charge.
Element x y z (Å)
C1 -1.55816 0.12280 -2.06541  0.00
C2 -1.23462 -1.05285 -1.14917  -0.57
O1 -0.57108 -0.89387 -0.14014  0.02
N1 -1.39470 -2.28147 -1.69711  0.15
H1 -0.77121 0.28924 -2.79920  0.09
H2 -1.41859 0.96314 -1.38134  0.08
H3 -1.13535 -3.14951 -1.27649  0.10
H4 -1.88799 -2.39414 -2.57885  0.11
H5 -2.52706 0.01139 -2.54247  0.08
C3 1.07867 1.81449 1.17300  -0.02
C4 1.95371 0.92999 2.02863  -0.58
O2 2.97551 1.24618 2.59104  0.04
N2 1.37609 -0.31862 2.26993  0.14
H6 1.77791 -0.86956 3.01786  0.10
H7 0.68115 -0.65044 1.63867  0.04
H8 0.03320 1.55604 1.28951  0.07
H9 1.40508 1.82664 0.13105  0.08
H10 1.21743 2.85054 1.49050  0.08

---

Order of stability, best first: y, w, x